Record 1
C45H42CsN4O2S2Se | ωB97M-V/def2-TZVPD

Geometry (Å):
1 Cs 1.66461 -1.02299 -0.01373
2 C 4.58056 1.65620 -0.98972
3 C 3.95470 1.10288 -2.27143
4 C 3.50497 2.18154 -3.24124
5 C 4.51554 2.83419 -3.95057
6 C 4.24262 3.81444 -4.88453
7 C 2.92270 4.15369 -5.14506
8 C 1.88371 3.52849 -4.47139
9 C 0.45452 3.91836 -4.75491
10 C -0.15971 4.80169 -3.66409
11 C 2.16871 2.54815 -3.49593
12 N 1.05463 1.96692 -2.86342
13 C 1.04219 1.99035 -1.58051
14 C -0.06109 1.57728 -0.77217
15 C -1.40968 1.36502 -1.11668
16 C -2.06701 1.11356 0.08860
17 C -1.08536 1.17740 1.08980
18 N 0.12471 1.45940 0.58095
19 H 4.89249 0.85011 -0.32143
20 H 3.87229 2.27597 -0.43957
21 H 5.45171 2.27266 -1.21786
22 H 3.16332 0.39466 -2.03361
23 H 4.70432 0.50213 -2.79217
24 H 5.54506 2.54434 -3.76221
25 H 5.04960 4.30112 -5.42006
26 H 2.69065 4.91377 -5.88407
27 H -0.14631 3.01202 -4.86053
28 H 0.42221 4.44389 -5.71257
29 H -0.22040 4.26237 -2.71777
30 H -1.17308 5.10801 -3.93913
31 H 0.43646 5.70457 -3.50719
32 H 1.89270 2.38391 -1.01215
33 H -1.81802 1.44603 -2.11471
34 H -3.12901 0.95293 0.22696
35 H -1.20514 1.03812 2.15979
36 Se 4.60577 -2.22881 2.01253
37 N 3.68686 -2.96184 0.70897
38 C 2.76978 -3.78915 1.33387
39 C 1.81069 -4.56226 0.66379
40 C 0.97286 -5.36810 1.41502
41 C 1.06351 -5.41738 2.81377
42 C 2.02411 -4.68246 3.48025
43 C 2.90466 -3.87701 2.74441
44 N 3.94757 -3.17444 3.29030
45 H 1.72951 -4.52155 -0.41589
46 H 0.23378 -5.97658 0.90472
47 H 0.37910 -6.04555 3.37221
48 H 2.12752 -4.71721 4.55742
49 O 0.02764 -2.65479 -1.37569
50 S -1.10117 -3.33191 -0.69823
51 C -1.13493 -2.63162 0.97577
52 C -2.29043 -3.09750 1.81969
53 C -3.03927 -2.16426 2.53078
54 C -4.10072 -2.56941 3.32441
55 C -4.44059 -3.91107 3.40472
56 C -3.70053 -4.84905 2.69887
57 C -2.62470 -4.44819 1.92013
58 C -2.60036 -2.51468 -1.42049
59 C -3.87838 -3.22044 -1.06385
60 C -4.11056 -4.52383 -1.49893
61 C -5.27489 -5.18935 -1.14307
62 C -6.22204 -4.56131 -0.35161
63 C -6.00577 -3.25869 0.07780
64 C -4.84274 -2.59364 -0.27733
65 H -1.17036 -1.54220 0.88779
66 H -0.18084 -2.93026 1.41380
67 H -2.78257 -1.11252 2.45077
68 H -4.66969 -1.83007 3.87691
69 H -5.27720 -4.22730 4.01562
70 H -3.95850 -5.90017 2.75713
71 H -2.04174 -5.18582 1.38277
72 H -2.38252 -2.57887 -2.48843
73 H -2.61114 -1.45883 -1.14674
74 H -3.36780 -5.02052 -2.11464
75 H -5.44220 -6.20417 -1.48550
76 H -7.12808 -5.08441 -0.06958
77 H -6.74095 -2.76166 0.69955
78 H -4.66950 -1.58010 0.06758
79 C -0.62893 4.89355 0.42873
80 C -0.71817 6.11160 1.29787
81 O -1.40822 7.06707 1.06324
82 S 0.29542 6.20182 2.78280
83 C 1.23066 4.68170 2.81047
84 C 2.44604 4.59624 2.15000
85 C 3.13673 3.39724 2.10358
86 C 2.61347 2.25382 2.70639
87 C 1.41530 2.37070 3.43376
88 C 0.73276 3.56984 3.48335
89 C 3.19590 0.96270 2.53614
90 C 3.50137 -0.18899 2.26809
91 H -1.57739 4.76783 -0.09279
92 H -0.36710 3.97475 0.95100
93 H 0.14776 5.07879 -0.32004
94 H 2.84664 5.47063 1.64970
95 H 4.07835 3.34412 1.57158
96 H 1.01471 1.48857 3.91470
97 H -0.20863 3.64384 4.01439

2S+1: 1
ΔE to the lowest compared entry with this formula, charge and spin, eV: 0.7298
Total charge: -1

---

Record 2
C45H42N2O2P2PtSi | ωB97M-V/def2-TZVPD

Geometry (Å):
1 Pt -1.38239 1.63862 -0.36925
2 O 0.76957 0.90860 1.08274
3 P 1.90452 0.13041 0.52116
4 C 2.25769 -1.31753 1.60864
5 P 0.86231 -2.51385 1.50626
6 O -0.29824 -1.96410 0.76741
7 C 1.50558 -3.99959 0.70291
8 C 2.35236 -4.90773 1.33485
9 C 2.76185 -6.04997 0.66559
10 C 2.33467 -6.28578 -0.63601
11 C 1.49323 -5.38104 -1.26916
12 C 1.07146 -4.24210 -0.59734
13 C 0.36375 -2.98838 3.17818
14 C -0.58161 -4.01682 3.22069
15 C -1.23178 -4.31670 4.40529
16 C -0.94641 -3.58680 5.55345
17 C -0.00022 -2.57426 5.51947
18 C 0.65439 -2.27238 4.33260
19 C 3.50854 1.06965 0.37130
20 C 4.35875 0.93685 1.60280
21 C 5.61500 1.37997 1.65760
22 C 6.30623 2.10306 0.59354
23 C 5.75818 2.97246 -0.26810
24 C 4.36842 3.45014 -0.34035
25 C 1.68588 -0.57014 -1.13968
26 C 2.68071 -1.38899 -1.66670
27 C 2.55423 -1.90509 -2.94885
28 C 1.42924 -1.60726 -3.70311
29 C 0.43046 -0.79330 -3.17978
30 C 0.56660 -0.26998 -1.90728
31 H 2.27671 -0.90068 2.61643
32 H 3.20990 -1.80275 1.39119
33 H 2.68247 -4.72673 2.35295
34 H 3.41020 -6.76295 1.15950
35 H 2.65101 -7.18424 -1.15120
36 H 1.15773 -5.56106 -2.28286
37 H 0.39501 -3.53575 -1.06679
38 H -0.80858 -4.56847 2.31491
39 H -1.97154 -5.10668 4.43321
40 H -1.47046 -3.80615 6.47560
41 H 0.21807 -2.00875 6.41649
42 H 1.38669 -1.47447 4.31915
43 H 3.91582 0.49064 2.48496
44 H 6.20482 1.17373 2.54679
45 H 7.37901 1.94758 0.54295
46 H 6.41812 3.43536 -0.99431
47 H 4.17148 4.14990 -1.14298
48 H 3.56325 -1.62560 -1.07917
49 H 3.33404 -2.53547 -3.35705
50 H 1.33339 -2.00000 -4.70800
51 H -0.44718 -0.56052 -3.76935
52 H -0.22032 0.40896 -1.52402
53 C 3.54467 3.68998 0.92642
54 C 3.18483 2.55593 0.00650
55 C 1.92639 2.70821 -0.74618
56 C 1.04909 3.68373 -0.49000
57 C 1.44369 4.82361 0.33911
58 C 2.59896 4.81970 1.00344
59 N -0.28354 3.51928 -0.90067
60 N -1.00933 4.53738 -0.93491
61 C -2.34535 4.30277 -0.69595
62 C -3.21378 5.40248 -0.73114
63 C -4.52817 5.25183 -0.35652
64 C -4.97963 4.00420 0.07726
65 C -4.12971 2.90784 0.10319
66 C -2.80536 3.01629 -0.30223
67 H 4.07350 3.46570 1.84136
68 H 4.04083 0.64715 -0.48800
69 H 1.66559 1.92660 -1.44411
70 H 0.73498 5.63469 0.43427
71 H 2.85105 5.63746 1.66865
72 H -2.81548 6.36406 -1.03264
73 H -5.19828 6.10174 -0.37313
74 H -6.01072 3.88471 0.38772
75 H -4.52548 1.95894 0.44177
76 C -2.59870 -1.75537 -1.42673
77 Si -2.96991 -0.07696 -0.61310
78 C -3.75723 -0.51861 1.06316
79 C -4.26434 0.54394 -1.88152
80 C -5.57723 0.06596 -1.88680
81 C -6.47543 0.41930 -2.88744
82 C -6.07262 1.25775 -3.91733
83 C -4.77081 1.74290 -3.93484
84 C -3.88298 1.38941 -2.92695
85 H -3.55717 -2.26039 -1.58616
86 H -1.96828 -2.38577 -0.79699
87 H -2.12055 -1.64912 -2.40435
88 H -4.80802 -0.81855 0.96497
89 H -3.70341 0.31910 1.76034
90 H -3.19977 -1.35174 1.49851
91 H -5.90631 -0.59770 -1.09109
92 H -7.48930 0.03524 -2.86716
93 H -6.76822 1.53118 -4.70156
94 H -4.44935 2.39801 -4.73698
95 H -2.87175 1.78327 -2.93949

DFT total energy, eV: -84123.136
2S+1: 1
Total charge: 0